# 1
{"formula": "C45H39MnN15O2S3", "method": "wB97M-V/def2-TZVPD", "spin_multiplicity": 2, "homo_lumo_gap_ha": [0.2452, 0.2453], "max_force_ev_per_a": 1.233, "e_lumo_ev": [-0.2, -0.2], "relative_energy_kj_mol": 36.4, "s2": 1.07, "species": ["Mn", "C", "C", "N", "N", "C", "O", "C", "C", "C", "C", "C", "C", "C", "C", "C", "C", "C", "N", "H", "H", "H", "H", "H", "H", "H", "H", "H", "H", "H", "H", "C", "N", "C", "N", "C", "N", "C", "C", "C", "C", "C", "C", "C", "N", "N", "C", "O", "C", "C", "C", "C", "C", "C", "N", "C", "N", "C", "N", "C", "H", "H", "H", "H", "H", "H", "H", "H", "H", "H", "H", "H", "H", "H", "H", "H", "S", "C", "S", "C", "N", "N", "C", "C", "C", "C", "C", "C", "S", "H", "H", "H", "H", "H", "C", "N", "C", "C", "N", "H", "H", "H", "H", "H", "H"], "xyz": [[0.010, -0.008, 0.107], [-1.981, -0.980, 3.737], [-1.520, -0.812, 2.326], [-0.398, -0.313, 1.988], [0.485, 0.141, 2.924], [1.371, 0.904, 2.292], [1.398, 1.122, 1.037], [2.364, 1.596, 3.159], [2.693, 1.082, 4.410], [3.631, 1.726, 5.204], [4.229, 2.900, 4.760], [3.884, 3.429, 3.523], [2.957, 2.774, 2.722], [-2.390, -1.129, 1.174], [-3.660, -1.655, 1.333], [-4.456, -1.866, 0.218], [-3.963, -1.534, -1.028], [-2.681, -1.014, -1.103], [-1.907, -0.832, -0.041], [-1.215, -0.606, 4.408], [-2.179, -2.031, 3.966], [-2.903, -0.419, 3.908], [2.209, 0.173, 4.746], [3.888, 1.320, 6.174], [4.955, 3.407, 5.384], [4.335, 4.353, 3.183], [2.667, 3.178, 1.761], [-4.021, -1.877, 2.329], [-5.454, -2.274, 0.323], [-4.555, -1.656, -1.925], [-2.264, -0.711, -2.054], [2.498, -5.176, -0.733], [1.684, -4.166, -0.068], [0.988, -3.173, -0.618], [0.475, -2.403, 0.313], [0.917, -2.980, 1.464], [1.669, -4.049, 1.282], [3.962, -4.797, -0.799], [4.898, -5.479, -0.039], [6.240, -5.122, -0.092], [6.650, -4.072, -0.891], [5.712, -3.369, -1.644], [4.372, -3.734, -1.601], [6.163, -2.215, -2.429], [7.370, -1.815, -2.621], [7.277, -0.621, -3.336], [6.022, -0.406, -3.514], [5.256, -1.386, -2.987], [5.385, 0.784, -4.087], [6.196, 1.795, -4.594], [5.616, 2.967, -5.048], [4.240, 3.130, -4.996], [3.426, 2.114, -4.510], [1.926, 2.318, -4.535], [1.191, 1.442, -3.639], [0.910, 1.607, -2.344], [0.267, 0.546, -1.901], [0.223, -0.273, -2.984], [0.760, 0.230, -4.069], [4.003, 0.937, -4.052], [2.089, -5.299, -1.735], [2.369, -6.107, -0.188], [0.884, -3.042, -1.685], [0.698, -2.594, 2.448], [4.578, -6.294, 0.601], [6.966, -5.665, 0.501], [7.690, -3.774, -0.939], [3.649, -3.174, -2.186], [7.270, 1.654, -4.608], [6.240, 3.764, -5.433], [3.792, 4.059, -5.336], [1.541, 2.113, -5.531], [1.682, 3.349, -4.284], [1.141, 2.494, -1.772], [-0.236, -1.250, -2.973], [3.387, 0.136, -3.657], [1.868, 6.485, -0.446], [0.547, 5.501, -0.205], [0.675, 3.890, 0.411], [-1.049, 3.585, 0.160], [-1.656, 4.642, -0.277], [-0.765, 5.709, -0.455], [-1.329, 6.875, -1.067], [-2.312, 6.709, -2.036], [-2.869, 7.822, -2.645], [-2.453, 9.099, -2.289], [-1.488, 9.253, -1.305], [-0.925, 8.145, -0.686], [-1.746, 2.056, 0.495], [-2.638, 5.709, -2.286], [-3.632, 7.690, -3.402], [-2.882, 9.968, -2.772], [-1.170, 10.244, -1.007], [-0.182, 8.268, 0.088], [5.413, 0.880, 0.033], [4.718, -0.377, 0.320], [5.089, -1.090, 1.545], [3.552, -0.631, -0.249], [2.560, -0.877, -0.800], [6.463, 0.673, -0.180], [5.345, 1.552, 0.884], [4.961, 1.358, -0.834], [6.147, -1.351, 1.498], [4.503, -2.004, 1.625], [4.909, -0.468, 2.424]], "lowdin_charge": [0.508, -0.015, -0.299, -0.104, 0.110, -0.436, -0.174, -0.149, -0.039, -0.085, -0.091, -0.072, -0.044, -0.232, 0.004, -0.046, -0.045, -0.112, -0.012, 0.068, 0.087, 0.092, 0.105, 0.100, 0.100, 0.106, 0.046, 0.113, 0.112, 0.109, 0.098, -0.072, -0.113, -0.171, 0.059, -0.182, 0.130, -0.195, -0.029, -0.057, -0.018, -0.136, 0.023, -0.304, 0.126, 0.126, -0.302, 0.124, -0.138, -0.017, -0.055, -0.031, -0.183, -0.066, -0.116, -0.095, 0.012, -0.213, 0.132, 0.034, 0.132, 0.125, 0.126, 0.107, 0.116, 0.109, 0.117, 0.118, 0.117, 0.110, 0.120, 0.136, 0.136, 0.108, 0.104, 0.112, 0.536, -1.103, 0.973, -1.072, 0.013, -0.150, -0.212, -0.022, -0.087, -0.098, -0.081, -0.050, 0.630, 0.106, 0.100, 0.099, 0.103, 0.082, -0.015, -0.172, -0.020, -0.259, 0.202, 0.092, 0.084, 0.093, 0.090, 0.089, 0.085]}


# 2
{"formula": "C38H62BCdCl10N6O8", "method": "wB97M-V/def2-TZVPD", "spin_multiplicity": 2, "homo_lumo_gap_ha": [0.1684, 0.0861], "max_force_ev_per_a": 6.349, "charge": 2, "e_lumo_ev": [-9.4, -11.6], "s2": 0.75, "species": ["Cd", "O", "C", "O", "B", "O", "C", "O", "O", "C", "O", "C", "O", "O", "C", "C", "C", "C", "N", "H", "H", "H", "H", "H", "H", "H", "C", "C", "C", "C", "N", "H", "H", "H", "H", "H", "H", "H", "C", "C", "C", "C", "N", "H", "H", "H", "H", "H", "H", "H", "C", "C", "C", "C", "N", "H", "H", "H", "H", "H", "H", "H", "C", "C", "C", "C", "N", "H", "H", "H", "H", "H", "H", "H", "C", "C", "C", "C", "N", "H", "H", "H", "H", "H", "H", "H", "Cl", "C", "C", "Cl", "H", "H", "H", "H", "Cl", "C", "C", "Cl", "H", "H", "H", "H", "Cl", "C", "C", "Cl", "H", "H", "H", "H", "Cl", "C", "C", "Cl", "H", "H", "H", "H", "Cl", "C", "C", "Cl", "H", "H", "H", "H"], "xyz": [[-6.234, -0.054, 1.512], [2.507, 1.795, 1.224], [1.466, 1.195, 0.930], [0.322, 1.728, 0.863], [-0.617, 0.657, 0.485], [0.142, -0.572, 0.317], [1.353, -0.299, 0.498], [2.357, -1.033, 0.483], [-1.268, 0.967, -0.848], [-2.599, 0.840, -0.745], [-3.471, 1.050, -1.620], [-2.887, 0.373, 0.679], [-1.754, 0.399, 1.398], [-4.053, 0.097, 1.079], [-1.171, 4.830, 0.429], [-1.429, 5.463, 1.823], [-2.116, 4.405, 2.760], [-3.315, 3.872, 2.121], [-4.255, 3.421, 1.602], [-0.865, 5.545, -0.334], [-1.946, 4.191, 0.005], [-0.377, 4.089, 0.518], [-2.173, 6.259, 1.810], [-0.517, 5.881, 2.250], [-2.294, 4.820, 3.752], [-1.399, 3.594, 2.885], [-5.152, -0.519, -3.989], [-6.298, -1.533, -3.910], [-6.162, -2.341, -2.570], [-6.432, -1.686, -1.293], [-6.658, -1.222, -0.242], [-4.147, -0.852, -3.730], [-5.397, 0.253, -3.260], [-5.114, -0.040, -4.967], [-6.317, -2.234, -4.745], [-7.283, -1.077, -4.001], [-5.164, -2.775, -2.633], [-6.800, -3.224, -2.526], [1.086, 0.380, -3.231], [0.582, -0.046, -4.587], [-0.892, -0.433, -4.683], [-1.282, -1.335, -3.590], [-1.580, -2.031, -2.732], [2.091, 0.765, -3.400], [1.116, -0.479, -2.560], [0.522, 1.136, -2.684], [1.134, -0.956, -4.822], [0.932, 0.700, -5.301], [-1.083, -0.903, -5.647], [-1.593, 0.400, -4.717], [-1.890, -5.278, 1.927], [-1.202, -4.308, 1.035], [-1.950, -2.966, 0.939], [-3.381, -3.121, 0.703], [-4.524, -3.257, 0.484], [-1.328, -6.211, 1.884], [-2.932, -5.386, 1.623], [-1.892, -4.933, 2.961], [-1.229, -4.715, 0.024], [-0.155, -4.138, 1.285], [-1.612, -2.444, 0.043], [-1.798, -2.436, 1.879], [1.537, -2.395, 3.378], [0.930, -3.191, 4.547], [2.014, -4.150, 5.089], [2.197, -5.345, 4.230], [2.347, -6.283, 3.541], [0.968, -1.540, 3.012], [1.734, -3.065, 2.541], [2.501, -2.009, 3.708], [0.035, -3.734, 4.244], [0.752, -2.414, 5.291], [1.725, -4.471, 6.090], [3.030, -3.762, 5.163], [2.427, 4.172, -1.443], [3.639, 4.302, -0.561], [3.262, 4.936, 0.808], [2.450, 6.170, 0.725], [1.820, 7.177, 0.664], [1.754, 3.452, -0.978], [2.672, 3.768, -2.426], [1.892, 5.090, -1.687], [4.299, 5.092, -0.921], [4.235, 3.394, -0.467], [4.148, 5.281, 1.340], [2.653, 4.269, 1.418], [6.778, -1.551, 2.078], [5.254, -1.271, 2.964], [4.737, 0.145, 2.724], [5.906, 1.341, 3.244], [5.628, -1.417, 3.977], [4.548, -2.071, 2.740], [3.784, 0.391, 3.191], [4.648, 0.373, 1.662], [5.881, -2.268, -2.672], [5.568, -0.891, -1.547], [6.076, 0.464, -2.103], [7.848, 0.428, -2.232], [5.895, -1.144, -0.539], [4.486, -0.834, -1.428], [5.813, 1.371, -1.558], [5.715, 0.672, -3.110], [-1.543, 1.621, 4.786], [-1.259, -0.119, 4.684], [-2.588, -0.704, 5.228], [-2.634, -2.465, 4.897], [-0.442, -0.380, 5.356], [-0.995, -0.306, 3.643], [-3.502, -0.217, 4.889], [-2.634, -0.557, 6.307], [0.807, -3.775, -4.201], [2.056, -3.276, -2.991], [1.523, -3.644, -1.582], [1.265, -5.432, -1.621], [2.280, -2.221, -3.149], [2.989, -3.792, -3.216], [0.615, -3.084, -1.359], [2.264, -3.426, -0.813], [0.077, 5.070, -3.786], [-0.717, 3.465, -3.597], [-2.145, 3.509, -4.108], [-3.211, 4.621, -3.164], [-0.603, 3.349, -2.519], [-0.127, 2.716, -4.125], [-2.571, 2.520, -3.934], [-2.113, 3.781, -5.163]], "lowdin_charge": [1.580, 0.115, -0.374, 0.264, -0.866, 0.262, -0.394, 0.093, 0.197, -0.316, 0.107, -0.279, 0.227, -0.089, -0.095, -0.195, -0.194, -0.225, 0.138, 0.076, 0.049, 0.047, 0.110, 0.103, 0.123, 0.062, -0.097, -0.204, -0.135, -0.124, 0.041, 0.052, 0.064, 0.085, 0.116, 0.114, 0.132, 0.139, -0.109, -0.244, -0.151, -0.248, 0.183, 0.083, 0.053, 0.054, 0.081, 0.118, 0.129, 0.105, -0.094, -0.258, -0.178, -0.207, 0.150, 0.093, 0.076, 0.059, 0.099, 0.103, 0.088, 0.098, -0.100, -0.235, -0.176, -0.215, 0.147, 0.053, 0.073, 0.056, 0.082, 0.092, 0.122, 0.112, -0.133, -0.240, -0.183, -0.214, 0.148, 0.057, 0.066, 0.043, 0.112, 0.092, 0.119, 0.093, 0.776, -0.568, -0.665, 0.672, 0.084, 0.074, 0.079, 0.045, 0.713, -0.589, -0.600, 0.668, 0.034, 0.063, 0.075, 0.074, 0.645, -0.640, -0.650, 0.576, 0.069, 0.034, 0.049, 0.075, 0.570, -0.618, -0.627, 0.557, 0.038, 0.054, 0.037, 0.055, 0.585, -0.635, -0.629, 0.545, 0.041, 0.054, 0.040, 0.080]}


# 3
{"formula": "C3H8N4S", "method": "wB97M-V/def2-TZVPD", "homo_lumo_gap_ha": 0.3165, "max_force_ev_per_a": 7.936, "e_lumo_ev": 0.1, "relative_energy_kj_mol": 597.7, "species": ["C", "C", "C", "H", "H", "H", "H", "H", "H", "H", "H", "N", "N", "N", "N", "S"], "xyz": [[-0.317, 0.274, -1.709], [0.182, -0.182, -0.181], [-0.494, 0.538, 2.109], [0.749, -1.821, -1.651], [-1.271, -1.490, -2.440], [0.288, 1.188, -2.022], [-1.302, 0.635, -1.785], [1.115, -1.476, 0.818], [1.492, 2.415, 0.221], [-0.600, 1.405, 2.709], [-0.101, -1.613, 2.373], [-0.041, -0.971, -2.485], [0.601, -1.462, -0.101], [-0.004, 0.817, 0.797], [-0.437, -0.650, 2.852], [0.142, 2.393, 0.494]], "lowdin_charge": [-0.312, -0.324, -0.244, 0.198, 0.162, 0.081, 0.065, 0.071, -0.073, 0.062, 0.070, -0.179, 0.057, -0.538, 0.043, 0.859]}


# 4
{"formula": "C34H37BaN5O4S2", "method": "wB97M-V/def2-TZVPD", "homo_lumo_gap_ha": 0.2797, "max_force_ev_per_a": 1.058, "e_lumo_ev": 0.3, "relative_energy_kj_mol": 40.7, "species": ["Ba", "C", "C", "C", "O", "C", "O", "O", "H", "H", "H", "H", "H", "H", "H", "C", "N", "C", "C", "C", "C", "C", "N", "C", "C", "C", "C", "C", "C", "H", "H", "H", "H", "H", "H", "H", "H", "H", "H", "H", "C", "C", "C", "N", "C", "S", "N", "C", "O", "C", "C", "C", "C", "C", "C", "H", "H", "H", "H", "H", "H", "H", "H", "H", "H", "H", "H", "H", "H", "S", "C", "N", "C", "C", "C", "C", "C", "C", "H", "H", "H", "H", "H"], "xyz": [[0.605, -2.001, 0.247], [-4.094, -2.707, 1.168], [-2.948, -1.884, 1.718], [-3.244, -1.355, 3.107], [-2.701, -0.804, 0.779], [-1.608, -2.630, 1.643], [-1.411, -3.391, 0.654], [-0.659, -2.242, 2.383], [-5.010, -2.115, 1.190], [-4.237, -3.606, 1.772], [-3.878, -3.004, 0.144], [-4.063, -0.636, 3.064], [-2.363, -0.878, 3.530], [-3.540, -2.179, 3.759], [-2.437, -0.018, 1.289], [4.307, -2.489, -0.978], [3.151, -1.638, -0.832], [3.203, -0.427, -1.264], [2.156, 0.536, -1.299], [2.354, 1.837, -1.803], [1.110, 2.459, -1.780], [0.217, 1.512, -1.262], [0.827, 0.352, -0.966], [4.176, -3.518, -2.083], [5.274, -4.322, -2.382], [5.187, -5.318, -3.343], [3.993, -5.523, -4.027], [2.901, -4.718, -3.745], [2.992, -3.721, -2.779], [4.433, -3.047, -0.044], [5.230, -1.913, -1.127], [4.151, -0.053, -1.677], [3.291, 2.244, -2.153], [0.872, 3.454, -2.122], [-0.850, 1.626, -1.120], [6.207, -4.168, -1.849], [6.050, -5.934, -3.562], [3.922, -6.296, -4.781], [1.972, -4.857, -4.285], [2.143, -3.077, -2.583], [-1.168, 7.153, -1.379], [-1.299, 6.333, -0.101], [-1.235, 4.842, -0.396], [-1.392, 4.049, 0.819], [-2.110, 2.939, 1.011], [-1.841, 1.956, 2.324], [-3.073, 2.619, 0.061], [-4.075, 3.422, -0.501], [-4.709, 3.008, -1.440], [-4.365, 4.743, 0.130], [-4.748, 5.792, -0.699], [-5.083, 7.021, -0.155], [-5.067, 7.196, 1.223], [-4.715, 6.141, 2.055], [-4.355, 4.917, 1.512], [-1.192, 8.221, -1.162], [-1.988, 6.932, -2.066], [-0.229, 6.932, -1.893], [-2.241, 6.563, 0.402], [-0.494, 6.592, 0.594], [-0.271, 4.595, -0.846], [-2.001, 4.558, -1.112], [-0.728, 4.226, 1.558], [-3.208, 1.628, -0.095], [-4.783, 5.625, -1.769], [-5.368, 7.840, -0.803], [-5.339, 8.153, 1.650], [-4.720, 6.270, 3.130], [-4.088, 4.095, 2.167], [2.481, -7.100, -0.174], [1.543, -5.663, -0.341], [1.822, -4.691, 0.457], [2.845, -5.051, 1.324], [3.379, -4.244, 2.328], [4.409, -4.738, 3.103], [4.912, -6.025, 2.893], [4.391, -6.843, 1.909], [3.354, -6.346, 1.129], [0.769, -5.608, -1.095], [2.974, -3.253, 2.495], [4.831, -4.124, 3.888], [5.719, -6.389, 3.515], [4.776, -7.842, 1.750]], "lowdin_charge": [2.036, -0.020, -0.539, -0.032, -0.066, -0.750, -0.237, -0.234, 0.090, 0.094, 0.084, 0.091, 0.067, 0.095, -0.037, -0.202, -0.150, -0.150, -0.385, -0.069, -0.117, -0.202, -0.164, -0.207, -0.047, -0.085, -0.097, -0.088, -0.058, 0.103, 0.121, 0.129, 0.097, 0.071, 0.084, 0.115, 0.101, 0.100, 0.104, 0.094, -0.097, -0.234, -0.175, 0.038, -0.865, 0.718, 0.108, -0.417, 0.115, -0.165, -0.028, -0.073, -0.079, -0.067, -0.026, 0.073, 0.072, 0.075, 0.089, 0.114, 0.098, 0.119, 0.129, 0.133, 0.125, 0.107, 0.105, 0.107, 0.106, 1.073, -0.458, -0.037, -0.328, -0.023, -0.074, -0.082, -0.083, -0.459, 0.089, 0.111, 0.107, 0.105, 0.110]}